{"formula": "C23H15AsBrF3N2O7SZn", "method": "ωB97M-V/def2-TZVPD", "symbols": ["Zn", "Br", "C", "C", "C", "C", "O", "C", "C", "N", "C", "C", "C", "C", "C", "C", "C", "C", "N", "C", "C", "H", "H", "H", "H", "H", "H", "H", "H", "H", "H", "O", "As", "O", "O", "C", "C", "C", "C", "C", "C", "S", "O", "O", "O", "H", "H", "H", "H", "H", "F", "C", "F", "F"], "xyz": [[9.86636, 7.32076, 9.60566], [15.81203, 8.93225, 14.05082], [14.54989, 8.34843, 12.83155], [14.31583, 6.93293, 12.82458], [13.27864, 6.41168, 12.12672], [12.47724, 7.25236, 11.23204], [11.31726, 6.95723, 10.87406], [12.97546, 8.74222, 10.91846], [11.76283, 9.63584, 10.76132], [11.45393, 10.31708, 9.70746], [10.24204, 11.00872, 9.64046], [10.22888, 12.19383, 8.87814], [9.09244, 12.99248, 8.78940], [7.98922, 12.64260, 9.50509], [7.89236, 11.41435, 10.21198], [6.69257, 11.01499, 10.83630], [6.61424, 9.68986, 11.31727], [7.70385, 8.84055, 11.24415], [8.84614, 9.23232, 10.70216], [9.01607, 10.54436, 10.19926], [13.92428, 9.28264, 12.02596], [14.97545, 6.37926, 13.45165], [13.04035, 5.34805, 12.27526], [11.04149, 9.51187, 11.58960], [11.20592, 12.48397, 8.43369], [9.05451, 13.80194, 8.10233], [6.99954, 13.12847, 9.53283], [5.81008, 11.70971, 10.84511], [5.61798, 9.32076, 11.60109], [7.54064, 7.81002, 11.52712], [14.11547, 10.35662, 12.07751], [7.09121, 8.87910, 7.73925], [7.09405, 7.11016, 8.11272], [5.53587, 6.55440, 8.06224], [8.13917, 6.68561, 9.39186], [7.96678, 6.74531, 6.32394], [7.47648, 7.67057, 5.34765], [8.26526, 7.87801, 4.20149], [9.37066, 7.07906, 3.84266], [9.83317, 6.18666, 4.83803], [9.19366, 6.08773, 6.09393], [10.13083, 5.20479, 7.32516], [9.23233, 4.35984, 8.13717], [11.17538, 4.51935, 6.62007], [10.75794, 6.39110, 8.03642], [7.05913, 9.41010, 8.54056], [6.48009, 8.14582, 5.54582], [7.91245, 8.59987, 3.42994], [9.73584, 7.27925, 2.83734], [10.75361, 5.56720, 4.64878], [13.10048, 8.15901, 8.59835], [13.82778, 8.59621, 9.64987], [14.79500, 7.61289, 9.88322], [14.48175, 9.72169, 9.35839]], "forces_ev_per_angstrom": [[0.8, 0.7, 0.5], [1.0, 0.6, 0.9], [-1.4, 0.4, -1.7], [0.9, 1.9, 0.4], [-1.8, 0.3, -1.8], [1.5, 0.3, 2.3], [-1.0, -0.7, -0.6], [0.9, -0.5, 0.5], [-1.2, 0.0, -1.0], [1.2, -1.1, 1.2], [-1.0, 0.3, 0.1], [1.0, 0.1, 0.0], [0.8, -0.5, -0.1], [-2.1, -0.8, 1.0], [0.5, 0.8, -0.5], [-0.6, 0.0, 0.0], [-0.9, 0.1, 0.1], [-2.1, 0.8, 0.1], [2.8, 0.3, -1.3], [-0.4, -1.4, 0.8], [-0.2, -1.6, 0.3], [0.1, -0.6, 0.3], [-0.2, 0.6, -0.4], [0.4, 0.3, -0.2], [-0.9, -0.2, 0.1], [0.2, 0.8, -0.3], [0.8, 0.5, -0.5], [1.0, -0.8, 0.0], [0.6, 0.0, 0.3], [0.5, -0.1, 0.0], [-0.1, -0.4, 0.0], [0.3, -0.7, 0.6], [-0.3, -0.9, -1.4], [1.1, 0.4, 0.5], [-1.9, 0.3, -0.9], [0.5, 1.3, 0.4], [0.6, -1.1, 0.2], [-1.4, 0.0, -1.0], [-1.1, 0.4, 2.0], [0.8, -0.2, -1.2], [-0.7, 0.4, -1.1], [-0.6, -0.1, 1.6], [1.3, 1.4, -1.2], [0.3, -0.6, -0.4], [-0.8, -0.6, 0.2], [-0.1, 0.2, 0.4], [1.4, -0.2, -0.4], [0.2, -0.5, 0.7], [0.6, -0.5, 0.4], [-1.2, 0.7, 0.4], [0.8, 0.5, 0.4], [-0.1, -1.3, 0.5], [-0.7, 1.2, -0.6], [0.0, -0.1, -0.6]], "nbo_charge": [1.745, 0.007, -0.104, -0.315, -0.316, 0.484, -0.818, -0.306, 0.143, -0.428, 0.042, -0.243, -0.249, -0.255, -0.071, -0.322, -0.304, -0.020, -0.685, 0.151, -0.286, 0.202, 0.214, 0.195, 0.208, 0.194, 0.185, 0.189, 0.199, 0.206, 0.220, -1.036, 2.421, -1.141, -1.304, -0.350, -0.202, -0.219, -0.257, -0.134, -0.361, 2.400, -0.958, -0.993, -1.119, 0.501, 0.246, 0.190, 0.207, 0.238, -0.310, 0.994, -0.354, -0.323], "total_charge": -2, "gap_ev": [5.34, 3.91], "energy_ev": -239694.4100, "homo_energy_ha": [-0.0512, 0.0015]}